51
Properties=species:S:1:pos:R:3:mulliken_charge:R:1 method="wB97M-V/def2-TZVPD" homo_lumo_gap_ev=4.4692 lumo_energy_ev=3.9945 charge=-2 molar_mass_g_mol=618.7 e_tot_ev=-144803.6999 multiplicity=1
Ti -1.1601 0.7756 -0.4823 0.4563
C -1.0438 2.2518 3.3281 -1.1898
C -1.5963 0.9223 2.9673 0.1623
N -1.6295 0.3594 1.7721 0.1607
C -2.2619 -0.8418 1.9211 0.4717
C -2.6114 -1.0338 3.2226 -0.1080
N -2.1772 0.0989 3.8672 0.0065
C -3.3063 -2.1035 3.9656 0.4838
O -3.6573 -3.1662 3.2732 -0.5654
O -3.4340 -2.0201 5.1701 -0.6593
C -2.4592 -1.6594 0.6978 0.6880
O -3.0480 -2.7430 0.7717 -0.8794
O -1.9603 -1.1180 -0.3379 -0.4072
H -0.6594 2.7266 2.4283 0.1352
H -0.2240 2.1439 4.0403 0.3146
H -1.8197 2.8760 3.7747 0.3278
H -2.3004 0.2600 4.8537 0.2223
H -3.4214 -3.0707 2.2881 0.4642
N -2.8603 2.0023 -0.3791 -0.2863
C -3.5555 2.9172 -0.5405 0.4341
C -4.4276 3.9795 -0.6844 -0.1455
C -5.3337 4.0304 -1.7717 0.1446
N -6.0917 4.0880 -2.6398 -0.4920
C -4.4400 4.9951 0.3031 0.1401
N -4.4608 5.8246 1.1061 -0.5062
Cl 3.8866 -4.1229 -2.1741 -0.3317
C 2.7049 -2.8347 -2.4957 -0.1956
C 2.3087 -2.0243 -1.2959 -0.1067
C 1.0599 -1.2630 -1.6931 -1.1449
C 0.6982 -1.0120 -2.9874 1.5754
C 1.3661 -1.5983 -4.0854 -1.2295
C 2.3347 -2.5689 -3.7756 -0.3184
C -0.4712 -0.1331 -3.3150 0.1109
O -0.9659 -0.0478 -4.4115 -0.6680
O -1.0000 0.5701 -2.2914 -0.2371
H 2.0874 -2.6972 -0.4505 0.5208
H 0.5121 -0.8717 -0.8391 0.3982
H 1.0386 -1.4133 -5.0952 0.3956
H 2.7892 -3.1547 -4.5685 0.3767
Se 0.5869 2.0850 0.1029 -0.5587
C 3.4358 -1.1085 -0.8089 0.3330
C 3.7414 0.0484 -1.5228 -0.0724
C 4.7670 0.8827 -1.1103 -0.7377
C 5.5081 0.5745 0.0266 -0.3723
C 5.2118 -0.5746 0.7442 -0.5609
C 4.1805 -1.4074 0.3242 -0.3121
H 3.1455 0.2854 -2.3970 0.3616
H 4.9841 1.7874 -1.6665 0.3602
H 6.3044 1.2334 0.3542 0.3487
H 5.7800 -0.8204 1.6349 0.3484
H 3.9447 -2.3089 0.8813 0.3432



49
Properties=species:S:1:pos:R:3:mulliken_charge:R:1 method="wB97M-V/def2-TZVPD" homo_lumo_gap_ev=5.8143 lumo_energy_ev=-5.5995 charge=+1 molar_mass_g_mol=965.1 relative_energy_kj_mol=269.8 e_tot_ev=-330178.5183 multiplicity=1
Tc 0.1638 0.9653 -0.2729 -1.0536
S 0.5714 3.1312 0.0591 -0.2808
C -0.9843 3.7795 0.3778 0.6109
C -1.0024 5.0281 1.0708 -0.1012
N -0.9147 5.9772 1.7144 -0.4059
C -2.1142 3.0817 0.0699 0.7007
S -1.9490 1.5389 -0.6870 -0.1993
C -3.4473 3.4702 0.3695 -0.0739
N -4.5525 3.6664 0.6197 -0.4029
O 2.4840 1.0471 -0.5842 -0.4410
C 2.0358 0.3479 0.2896 -0.0593
C 2.4915 -0.5981 1.2831 0.1206
C 3.6710 -1.3350 1.2705 -0.6306
C 3.8229 -2.3151 2.2376 -0.6795
C 2.8389 -2.5302 3.1969 -0.7058
C 1.6838 -1.7527 3.2454 -0.6200
C 1.5027 -0.8008 2.2634 0.6263
P 0.2457 0.5174 2.0723 2.8083
C 0.9201 1.7654 3.1893 1.4039
C 2.0685 2.4826 2.8608 -0.6952
C 2.6785 3.2888 3.8064 -1.0094
C 2.1560 3.3627 5.0904 -0.5783
C 1.0273 2.6339 5.4270 -0.8003
C 0.4061 1.8272 4.4864 -0.4872
C -1.3707 0.0229 2.6800 0.5641
C -2.2938 1.0402 2.9381 -0.5687
C -3.6207 0.7204 3.1641 -0.9248
C -4.0262 -0.6066 3.1310 -0.6505
C -3.1116 -1.6185 2.8709 -0.8705
C -1.7840 -1.3077 2.6207 -0.7877
H 4.4183 -1.1638 0.5069 0.5315
H 4.7169 -2.9239 2.2408 0.4453
H 2.9753 -3.3222 3.9216 0.4779
H 0.9455 -1.8935 4.0240 0.5597
H 2.5083 2.4248 1.8762 0.3470
H 3.5612 3.8520 3.5363 0.4609
H 2.6365 3.9923 5.8273 0.4298
H 0.6263 2.6890 6.4304 0.4563
H -0.4703 1.2543 4.7571 0.4350
H -1.9672 2.0741 2.9723 0.6989
H -4.3375 1.5087 3.3521 0.4723
H -5.0663 -0.8521 3.2995 0.4333
H -3.4275 -2.6504 2.8393 0.4774
H -1.0743 -2.0938 2.3847 0.5301
Se -2.5411 -4.6663 0.2151 -0.3605
Sb -1.4731 -3.4972 -1.5194 0.7794
Se 0.8079 -2.7550 -0.8665 -0.1634
Se -0.4918 -0.9914 -0.7936 0.5426
Se -1.6893 -3.7316 -3.8513 -0.3620



51
Properties=species:S:1:pos:R:3:mulliken_charge:R:1 method="wB97M-V/def2-TZVPD" homo_lumo_gap_ev=7.6715 lumo_energy_ev=-1.6514 charge=0 molar_mass_g_mol=606.3 smiles="NC1=C(I)C(=O)C(c2ccncc2)=CC1=O.O=C1C=C(O)C(=O)C=C1O.O=C1C=C(O)C(=O)C=C1O" relative_energy_kj_mol=385.1 e_tot_ev=-55643.9856 multiplicity=1
N -0.9897 0.6427 -1.3750 -0.3267
C -0.3836 0.9510 -0.0846 0.4063
C 0.5660 1.9574 0.1771 -0.8644
I 1.3434 3.2177 -1.3950 0.0939
C 1.0745 2.1566 1.6869 0.8068
O 2.2596 2.4039 1.9801 -0.6362
C -0.0686 1.9613 2.8032 0.3433
C -0.1676 2.8838 4.0760 0.1495
C 0.7226 2.7881 5.3145 -0.3596
C 0.4919 3.7239 6.4710 -0.1676
N -0.4263 4.7830 6.6509 -0.5043
C -1.1920 4.8586 5.4662 -0.1931
C -1.1788 4.0219 4.2145 -0.2938
C -1.0032 0.9205 2.5476 -0.5110
C -0.8244 0.0720 1.1918 0.4375
O -0.9707 -1.1580 1.1231 -0.5498
H -0.4427 0.9945 -2.1685 0.2425
H -1.9368 1.0644 -1.3541 0.3175
H 1.5509 2.0124 5.3600 0.3124
H 1.1801 3.5607 7.3767 0.2874
H -1.9577 5.7155 5.4736 0.2860
H -1.9140 4.2337 3.3752 0.3140
H -1.8714 0.6666 3.2281 0.3954
O -3.9784 -0.0272 -2.9744 -0.6542
C -3.9139 -1.2443 -3.0496 0.9688
C -3.5159 -2.0807 -1.9148 -0.7346
C -3.4415 -3.4075 -2.0394 0.2986
O -3.0768 -4.1957 -0.9955 -0.5542
C -3.7549 -4.0842 -3.3305 0.8714
O -3.6588 -5.2957 -3.4136 -0.6079
C -4.1764 -3.2493 -4.4604 -0.9209
C -4.2538 -1.9229 -4.3331 0.4362
O -4.6454 -1.1348 -5.3696 -0.5612
H -3.2892 -1.5768 -0.9849 0.3496
H -3.0983 -5.1092 -1.3402 0.3508
H -4.4181 -3.7538 -5.3863 0.4106
H -4.6176 -0.2213 -5.0258 0.3443
O 2.3213 -0.3616 0.2989 -0.4236
C 3.2085 -0.7729 -0.4259 0.8902
C 3.0183 -1.9050 -1.3373 -1.0896
C 4.0227 -2.3356 -2.1036 0.4400
O 3.8624 -3.3823 -2.9557 -0.5696
C 5.3659 -1.6897 -2.0605 0.9136
O 6.2639 -2.1228 -2.7619 -0.6125
C 5.5493 -0.5426 -1.1671 -0.8563
C 4.5438 -0.1088 -0.4025 0.3478
O 4.6975 0.9556 0.4288 -0.5621
H 2.0397 -2.3661 -1.3572 0.5245
H 4.7292 -3.4972 -3.3910 0.3441
H 6.5233 -0.0720 -1.1586 0.4355
H 3.8320 1.0723 0.8725 0.2348



53
Properties=species:S:1:pos:R:3:mulliken_charge:R:1 method="wB97M-V/def2-TZVPD" homo_lumo_gap_ev=5.6191 lumo_energy_ev=-2.0602 charge=0 molar_mass_g_mol=696.5 e_tot_ev=-52095.2048 multiplicity=1
Pt 0.1613 0.6851 0.3534 0.6757
C -4.4337 0.8527 -2.8970 -0.5227
C -3.3870 1.7501 -2.7471 -0.7047
C -2.5561 1.6839 -1.6405 0.0529
C -2.7588 0.7169 -0.6579 -0.0595
C -3.8024 -0.1968 -0.8211 -0.2331
C -4.6313 -0.1212 -1.9286 -0.7325
N -1.8759 0.6522 0.4377 -0.2675
C -2.2654 0.2854 1.6691 0.5904
C -3.5916 0.3593 2.1888 -0.4171
C -3.8386 0.0037 3.4800 -0.6265
C -2.8227 -0.4655 4.3561 -0.7014
C -1.5424 -0.5435 3.9092 -0.5564
C -1.2643 -0.1770 2.5743 0.5515
N -0.0109 -0.1930 2.0387 0.8834
N 1.0273 -0.5481 2.6923 -1.2085
C 2.1932 -0.3379 1.9692 0.3582
C 3.4165 -0.7111 2.5088 -0.4901
C 4.5612 -0.4910 1.7668 -0.2163
C 4.4684 0.0900 0.5085 -0.8239
C 3.2215 0.4432 0.0323 0.0663
N 2.1163 0.2359 0.7458 -0.1759
H -5.0826 0.9057 -3.7609 0.3901
H -3.2136 2.5147 -3.4937 0.4228
H -1.7536 2.3971 -1.5261 0.2777
H -3.9458 -0.9919 -0.1025 0.5750
H -5.4304 -0.8435 -2.0391 0.3658
H -4.3833 0.7495 1.5676 0.5550
H -4.8462 0.1072 3.8633 0.3923
H -3.0701 -0.7232 5.3759 0.3923
H -0.7260 -0.8586 4.5431 0.4644
H 3.4385 -1.1589 3.4910 0.4654
H 5.5260 -0.7738 2.1664 0.4027
H 5.3439 0.2701 -0.0976 0.4024
H 3.0783 0.9042 -0.9356 0.4246
O -1.6606 8.0959 -1.0077 -0.6336
N -1.1136 7.2333 -1.6682 1.0390
O -0.9556 7.2831 -2.8750 -0.6425
C -0.6110 6.0626 -0.9666 -0.6589
C -0.7866 5.9634 0.4207 -0.2627
C -0.3195 4.8691 1.0801 -0.4964
C 0.4645 3.8256 0.4382 0.7536
O 1.1875 3.0197 1.0248 -0.7001
C 0.4051 3.9211 -1.0084 -0.2363
C -0.0331 5.0459 -1.6876 0.0228
N 0.8895 2.8407 -1.7991 1.1872
O 1.4741 3.0495 -2.8323 -0.6028
O 0.5982 1.6538 -1.4866 -0.7278
N -0.5985 4.7645 2.5134 0.9478
O -0.7809 5.7991 3.1307 -0.6272
O -0.6704 3.6508 2.9910 -0.5475
H -1.3015 6.7438 0.9616 0.6155
H 0.0377 5.1107 -2.7635 0.5972